# 1
{
  "formula": "C4H3Br2NO",
  "method": "the ωB97M-V functional and the def2-TZVPD basis",
  "lumo_energy_ev": -0.37,
  "smiles": "O=C=C(Br)Br.CC#N",
  "homo_lumo_gap_ev": 8.4896,
  "e_above_lowest_kj_mol": 77.1,
  "e_tot_ev": -147816.6110,
  "homo_energy_ev": -8.86,
  "largest_force_ha_per_bohr": 0.087,
  "symbols": ["O", "C", "C", "Br", "Br", "C", "C", "N", "H", "H", "H"],
  "coordinates": [[2.237, -0.043, 3.038], [1.437, 0.408, 2.344], [0.565, 1.020, 1.599], [-1.222, 0.384, 1.523], [1.057, 2.580, 0.713], [-1.109, -1.002, -1.524], [0.071, -0.085, -1.542], [0.965, 0.603, -1.640], [-1.008, -1.918, -2.314], [-2.027, -0.544, -1.715], [-0.967, -1.403, -0.483]]
}

***

# 2
{
  "formula": "C24H38InO40S9",
  "method": "the ωB97M-V functional and the def2-TZVPD basis",
  "lumo_energy_ev": -9.09,
  "homo_lumo_gap_ev": 3.5550,
  "e_above_lowest_kj_mol": 294.6,
  "e_tot_ev": -210072.0113,
  "total_charge": 1,
  "homo_energy_ev": -12.64,
  "largest_force_ha_per_bohr": 0.064,
  "symbols": ["In", "C", "C", "C", "O", "C", "C", "C", "O", "O", "O", "H", "H", "C", "C", "O", "S", "O", "O", "O", "H", "H", "H", "H", "C", "C", "O", "S", "O", "O", "O", "H", "H", "H", "H", "C", "C", "O", "S", "O", "O", "O", "H", "H", "H", "H", "C", "C", "O", "S", "O", "O", "O", "H", "H", "H", "H", "C", "C", "O", "S", "O", "O", "O", "H", "H", "H", "H", "C", "C", "O", "S", "O", "O", "O", "H", "H", "H", "H", "C", "C", "O", "S", "O", "O", "O", "H", "H", "H", "H", "C", "C", "O", "S", "O", "O", "O", "H", "H", "H", "H", "C", "C", "O", "S", "O", "O", "O", "H", "H", "H", "H"],
  "coordinates": [[-5.049, 0.263, -1.974], [-0.834, -0.945, 0.705], [-1.754, -0.707, -0.373], [-1.170, -0.303, -1.771], [-1.953, 0.101, -2.599], [0.244, -0.489, -1.968], [1.079, -0.796, -0.890], [0.529, -1.071, 0.464], [1.239, -1.296, 1.453], [2.294, -0.814, -1.123], [-2.954, -0.728, -0.251], [-1.274, -0.965, 1.695], [0.729, -0.264, -2.910], [2.625, 2.282, 0.890], [1.142, 2.109, 1.429], [0.977, 3.122, 2.400], [2.314, 3.803, 2.929], [2.788, 3.083, 4.059], [2.174, 5.221, 2.952], [3.174, 3.378, 1.615], [2.681, 2.312, -0.195], [3.139, 1.359, 1.171], [1.131, 1.203, 2.033], [0.479, 2.394, 0.618], [-7.784, 1.336, 3.347], [-8.325, -0.074, 3.150], [-7.371, -0.751, 2.336], [-5.963, -0.010, 2.213], [-5.498, -0.079, 0.858], [-5.063, -0.344, 3.268], [-6.658, 1.420, 2.463], [-7.413, 1.442, 4.370], [-8.330, 2.246, 3.112], [-9.340, -0.152, 2.763], [-8.408, -0.594, 4.106], [0.946, -3.219, -4.591], [0.653, -4.082, -3.346], [1.362, -5.256, -3.594], [1.155, -5.719, -5.138], [-0.138, -6.343, -5.254], [2.272, -6.364, -5.739], [0.941, -4.165, -5.671], [2.017, -2.980, -4.645], [0.362, -2.336, -4.832], [-0.412, -4.352, -3.379], [0.818, -3.636, -2.367], [-2.125, 2.725, 2.893], [-3.608, 3.028, 2.964], [-3.839, 3.803, 1.793], [-2.912, 3.192, 0.524], [-2.409, 4.365, -0.126], [-3.555, 2.156, -0.231], [-1.879, 2.481, 1.518], [-1.664, 1.880, 3.397], [-1.572, 3.652, 3.065], [-3.743, 3.642, 3.857], [-4.249, 2.175, 3.183], [5.036, -2.219, 2.327], [4.423, -1.034, 3.009], [5.477, -0.097, 3.089], [6.918, -0.868, 3.159], [7.412, -0.686, 4.493], [7.796, -0.482, 2.102], [6.289, -2.358, 3.020], [5.176, -2.243, 1.245], [4.561, -3.182, 2.529], [4.076, -1.242, 4.025], [3.566, -0.673, 2.437], [0.602, 3.077, -2.503], [0.357, 4.164, -3.535], [1.003, 5.282, -3.027], [1.201, 5.175, -1.377], [0.541, 6.270, -0.746], [2.580, 5.033, -1.033], [0.327, 3.825, -1.289], [1.652, 2.770, -2.426], [0.072, 2.142, -2.664], [-0.738, 4.164, -3.480], [0.755, 3.929, -4.521], [-1.736, 2.413, -5.563], [-1.286, 1.195, -6.381], [-2.347, 0.300, -6.072], [-3.776, 0.988, -5.987], [-4.435, 0.400, -4.853], [-4.438, 1.096, -7.245], [-3.133, 2.443, -5.709], [-1.213, 3.330, -5.827], [-1.640, 2.289, -4.476], [-0.316, 0.819, -6.066], [-1.245, 1.395, -7.452], [-0.721, -2.166, 4.334], [0.148, -0.896, 4.527], [-0.284, -0.325, 5.738], [-1.880, -0.554, 5.933], [-2.576, 0.360, 5.087], [-2.254, -0.694, 7.299], [-1.786, -2.059, 5.300], [-0.280, -3.144, 4.505], [-1.121, -2.156, 3.322], [-0.092, -0.289, 3.650], [1.219, -1.067, 4.481], [4.957, -3.175, -1.524], [3.864, -3.846, -0.696], [4.545, -4.654, 0.255], [5.894, -5.312, -0.446], [5.482, -6.434, -1.249], [7.012, -5.362, 0.434], [6.055, -4.086, -1.534], [5.262, -2.169, -1.226], [4.612, -2.955, -2.536], [3.280, -4.472, -1.378], [3.132, -3.299, -0.105]]
}

***

# 3
{
  "formula": "C2H2OS",
  "method": "the ωB97M-V functional and the def2-TZVPD basis",
  "lumo_energy_ev": [-1.37, -1.39],
  "smiles": "C#C.O=S",
  "homo_lumo_gap_ev": [7.6552, 7.6736],
  "e_above_lowest_kj_mol": 299.3,
  "e_tot_ev": -14984.6097,
  "homo_energy_ev": [-9.02, -9.07],
  "largest_force_ha_per_bohr": 0.053,
  "symbols": ["C", "C", "H", "H", "O", "S"],
  "coordinates": [[-0.971, 0.533, -0.558], [-1.085, -0.315, 0.284], [-0.858, 1.327, -1.179], [-1.085, -1.231, 0.970], [2.154, -0.232, -0.480], [1.845, -0.083, 0.963]]
}

***

# 4
{
  "formula": "C30H25GeNO5Ti",
  "method": "the ωB97M-V functional and the def2-TZVPD basis",
  "lumo_energy_ev": -0.19,
  "homo_lumo_gap_ev": 6.9963,
  "e_above_lowest_kj_mol": 0.0,
  "e_tot_ev": -122873.0999,
  "homo_energy_ev": -7.18,
  "largest_force_ha_per_bohr": 0.014,
  "symbols": ["Ti", "O", "C", "O", "C", "O", "C", "C", "O", "O", "H", "H", "H", "H", "H", "C", "Ge", "C", "C", "C", "C", "C", "C", "C", "C", "C", "C", "C", "C", "C", "C", "C", "C", "C", "C", "H", "H", "H", "H", "H", "H", "H", "H", "H", "H", "H", "H", "H", "H", "H", "N", "C", "C", "C", "C", "C", "C", "C", "H", "H", "H", "H", "H"],
  "coordinates": [[0.618, 0.799, -2.338], [-2.353, -0.625, -4.076], [-1.334, 0.173, -4.271], [-0.156, -0.172, -4.185], [-1.701, 1.601, -4.619], [-0.789, 2.455, -3.955], [-1.373, 3.264, -2.936], [-1.519, 2.556, -1.585], [-1.970, 3.210, -0.663], [-1.129, 1.323, -1.520], [-2.061, -1.487, -3.704], [-1.591, 1.735, -5.699], [-2.737, 1.800, -4.345], [-0.714, 4.120, -2.799], [-2.351, 3.639, -3.243], [1.170, -0.502, -1.438], [0.508, -1.529, -0.006], [-1.242, -2.204, -0.637], [-1.219, -3.019, -1.775], [-2.394, -3.451, -2.379], [-3.626, -3.052, -1.862], [-3.663, -2.246, -0.737], [-2.481, -1.831, -0.129], [0.292, -0.477, 1.643], [1.096, -0.700, 2.759], [1.012, 0.119, 3.878], [0.117, 1.179, 3.898], [-0.690, 1.417, 2.793], [-0.599, 0.600, 1.674], [1.574, -3.114, 0.444], [2.776, -3.377, -0.205], [3.522, -4.508, 0.108], [3.070, -5.391, 1.077], [1.870, -5.142, 1.732], [1.130, -4.013, 1.414], [-0.265, -3.328, -2.191], [-2.353, -4.113, -3.238], [-4.545, -3.381, -2.331], [-4.616, -1.936, -0.325], [-2.534, -1.202, 0.754], [1.800, -1.525, 2.756], [1.647, -0.073, 4.736], [0.050, 1.818, 4.770], [-1.388, 2.245, 2.794], [-1.209, 0.828, 0.806], [3.130, -2.689, -0.965], [4.456, -4.699, -0.406], [3.649, -6.272, 1.323], [1.511, -5.830, 2.487], [0.192, -3.831, 1.930], [1.709, 2.488, -1.413], [1.673, 2.974, -0.371], [1.592, 3.535, 0.940], [0.484, 4.318, 1.262], [0.386, 4.842, 2.538], [1.375, 4.577, 3.477], [2.464, 3.778, 3.153], [2.580, 3.251, 1.880], [-0.300, 4.472, 0.531], [-0.470, 5.446, 2.805], [1.289, 4.986, 4.476], [3.218, 3.560, 3.896], [3.411, 2.614, 1.612]]
}

***

# 5
{
  "formula": "C20H45BrF4O9SSi2",
  "method": "the ωB97M-V functional and the def2-TZVPD basis",
  "lumo_energy_ev": 0.13,
  "homo_lumo_gap_ev": 9.2201,
  "e_tot_ev": -147395.2518,
  "homo_energy_ev": -9.09,
  "largest_force_ha_per_bohr": 0.138,
  "symbols": ["C", "C", "Si", "O", "Si", "S", "Br", "C", "F", "F", "C", "F", "F", "H", "H", "H", "H", "H", "C", "O", "C", "C", "O", "C", "H", "H", "H", "H", "H", "H", "H", "H", "H", "H", "C", "O", "C", "C", "O", "C", "H", "H", "H", "H", "H", "H", "H", "H", "H", "H", "C", "O", "C", "C", "O", "C", "H", "H", "H", "H", "H", "H", "H", "H", "H", "H", "C", "O", "C", "C", "O", "C", "H", "H", "H", "H", "H", "H", "H", "H", "H", "H"],
  "coordinates": [[-2.790, 6.036, 1.078], [-3.541, 5.035, 0.633], [-4.423, 3.339, 0.303], [-3.933, 2.091, 1.411], [-2.321, 1.510, 1.110], [-2.418, -0.646, 0.787], [-1.221, 2.553, -0.588], [-6.362, 3.524, 0.475], [-6.786, 4.913, 0.273], [-6.905, 2.755, -0.645], [-6.928, 2.999, 1.894], [-6.896, 1.541, 1.996], [-6.209, 3.651, 2.953], [-1.915, 6.655, 1.520], [-4.113, 2.926, -1.075], [-1.538, 1.758, 2.342], [-2.550, -0.901, -0.593], [-8.058, 3.274, 1.970], [1.760, 0.108, -0.032], [1.436, -0.030, 1.346], [1.557, -1.378, 1.799], [2.862, -1.594, 2.561], [3.994, -1.453, 1.704], [4.623, -0.184, 1.840], [1.897, 1.170, -0.245], [2.681, -0.419, -0.292], [0.934, -0.269, -0.643], [1.469, -2.080, 0.963], [0.718, -1.562, 2.479], [2.879, -2.618, 2.947], [2.935, -0.913, 3.417], [5.205, -0.163, 2.762], [3.898, 0.634, 1.845], [5.298, -0.044, 0.994], [8.040, -1.406, 1.390], [7.716, -1.540, 2.769], [7.834, -2.888, 3.224], [9.140, -3.105, 3.985], [10.272, -2.967, 3.128], [10.902, -1.700, 3.262], [8.179, -0.344, 1.174], [8.959, -1.935, 1.132], [7.213, -1.782, 0.780], [7.745, -3.591, 2.388], [6.996, -3.069, 3.904], [9.155, -4.130, 4.372], [9.213, -2.424, 4.841], [11.485, -1.678, 4.185], [10.179, -0.881, 3.266], [11.578, -1.562, 2.416], [-7.435, 6.853, -4.701], [-7.168, 5.639, -4.011], [-7.873, 5.554, -2.771], [-9.112, 4.671, -2.896], [-10.083, 5.255, -3.764], [-10.065, 4.677, -5.063], [-7.083, 6.744, -5.730], [-8.501, 7.087, -4.723], [-6.887, 7.674, -4.228], [-8.136, 6.552, -2.403], [-7.190, 5.100, -2.048], [-9.579, 4.580, -1.910], [-8.844, 3.663, -3.233], [-10.547, 3.698, -5.034], [-9.049, 4.573, -5.452], [-10.629, 5.328, -5.734], [1.459, -6.740, -3.123], [2.660, -6.378, -2.453], [2.654, -5.016, -2.025], [2.336, -4.902, -0.536], [1.000, -5.321, -0.256], [0.945, -6.641, 0.270], [1.422, -7.829, -3.190], [0.571, -6.395, -2.588], [1.464, -6.326, -4.136], [1.953, -4.422, -2.623], [3.660, -4.623, -2.200], [2.409, -3.850, -0.240], [3.056, -5.470, 0.064], [1.257, -6.631, 1.316], [1.575, -7.333, -0.294], [-0.089, -6.988, 0.214]]
}